Computed, not measured: C43H50N6P2PtSi2 as an isolated structure, with ωB97M-V with the def2-TZVPD basis set.

* ΔE to the lowest compared entry with this formula, charge and spin: 0.389 eV
* Kohn-Sham gap: 6.76 eV

Structure (ORCA input):
```
! wB97M-V def2-TZVPD RIJCOSX def2/J DEFGRID3
* xyz 2 1
Pt 0.1957 -0.7359 -0.1245
C -2.4314 -2.2079 -3.0400
Si -2.9336 -1.9189 -1.2647
C -4.6871 -1.2947 -1.1632
C -2.7426 -3.4961 -0.2809
N -1.8928 -0.7088 -0.5225
P -1.8784 0.8920 -0.7652
C -0.1377 1.0245 -0.5509
P 1.5094 1.6254 -0.5123
N 2.1190 0.2134 -0.0027
Si 3.7632 -0.0217 0.5940
C 4.1971 -1.8332 0.5463
C 4.9274 0.9196 -0.5226
C 3.9043 0.6964 2.3208
C 1.8958 2.0830 -2.1966
C 1.4888 3.3176 -2.7050
C 1.6625 3.5947 -4.0512
C 2.2351 2.6443 -4.8872
C 2.6306 1.4108 -4.3846
C 2.4571 1.1249 -3.0396
C 1.6991 3.0230 0.5705
C 2.6467 4.0181 0.3325
C 2.8123 5.0393 1.2552
C 2.0346 5.0684 2.4047
C 1.0890 4.0780 2.6435
C 0.9217 3.0499 1.7327
C -2.4549 1.5097 -2.3294
C -3.7710 1.9468 -2.4848
C -4.2164 2.3420 -3.7359
C -3.3517 2.3092 -4.8222
C -2.0391 1.8794 -4.6686
C -1.5881 1.4728 -3.4248
C -2.6254 1.8242 0.5607
C -2.9402 1.1721 1.7507
C -3.4210 1.9082 2.8231
C -3.5665 3.2846 2.7126
C -3.2354 3.9368 1.5304
C -2.7648 3.2097 0.4502
H -2.8928 -3.1112 -3.4447
H -1.3473 -2.3133 -3.1345
H -2.7337 -1.3704 -3.6729
H -5.3942 -2.1113 -1.3245
H -4.8889 -0.5391 -1.9246
H -4.9047 -0.8632 -0.1831
H -3.4545 -4.2364 -0.6538
H -2.9680 -3.3528 0.7802
H -1.7505 -3.9436 -0.3823
H 3.8490 -2.3170 -0.3697
H 3.8111 -2.3740 1.4108
H 5.2855 -1.9286 0.5685
H 4.9769 0.5030 -1.5296
H 5.9339 0.8748 -0.0979
H 4.6705 1.9789 -0.6056
H 2.9424 0.7532 2.8361
H 4.2817 1.7208 2.2669
H 4.5974 0.1291 2.9455
H 1.0410 4.0599 -2.0550
H 1.3577 4.5539 -4.4473
H 2.3775 2.8681 -5.9362
H 3.0795 0.6773 -5.0409
H 2.7548 0.1658 -2.6336
H 3.2492 4.0007 -0.5674
H 3.5461 5.8131 1.0758
H 2.1655 5.8697 3.1197
H 0.4845 4.1084 3.5400
H 0.1912 2.2693 1.9228
H -4.4427 1.9768 -1.6356
H -5.2358 2.6800 -3.8633
H -3.7029 2.6240 -5.7959
H -1.3701 1.8609 -5.5185
H -0.5642 1.1336 -3.3040
H -2.8050 0.1004 1.8261
H -3.6927 1.4085 3.7436
H -3.9465 3.8540 3.5505
H -3.3536 5.0088 1.4496
H -2.5122 3.7161 -0.4738
C 1.1207 -4.9205 -1.6425
C 0.9719 -3.4772 -1.7214
N 0.8454 -2.7443 -0.6838
C 0.9285 -3.3171 0.6542
C 0.6257 -4.7790 0.7367
C 0.8904 -5.5369 -0.4730
C 0.2197 -5.3673 1.8736
C -0.0694 -4.7747 3.1699
C -0.0819 -3.5037 3.6181
C -0.4771 -3.2553 5.0003
C -0.8214 -2.0271 5.3975
C -0.8606 -0.9591 4.4036
N -0.4145 -1.0452 3.2132
C 0.3174 -2.2570 2.8427
H 1.3071 -5.4733 -2.5514
H 0.9060 -2.9908 -2.6896
H 0.8683 -6.6184 -0.4168
H 0.1072 -6.4456 1.8421
H -0.3327 -5.5126 3.9210
H -0.5317 -4.0998 5.6763
H -1.1460 -1.8226 6.4076
H -1.3237 -0.0145 4.6808
N 1.7347 -2.0346 3.0041
N 0.0464 -2.4064 1.3927
H 2.0762 -2.4043 3.8824
H 1.9317 -1.0392 2.9654
H -0.9247 -2.6949 1.2775
H 1.9399 -3.1290 1.0287
*
```

Atomic partial charges in e from the Löwdin method, atoms 1 to 8:
1 Pt 1.3243
2 C -0.1522
3 Si 0.3580
4 C -0.1528
5 C -0.1573
6 N -0.3692
7 P 0.7481
8 C -0.4670